(1)
73
Properties=species:S:1:pos:R:3 method="wB97M-V/def2-TZVPD" energy_ha=-8846.89116 e_above_lowest_kcal_mol=0.0 lumo_ev="-4.58 / -7.25" spin_multiplicity=6 s2=8.758 homo_lumo_gap_ev="8.11 / 5.43" fmax_ha_per_bohr=0.0105 charge=+2
Ru -0.55 0.33 0.13
As -3.02 0.70 1.34
As -0.78 -1.98 1.79
As -4.36 -2.26 5.90
P -0.86 3.29 -0.63
P 0.43 1.40 -2.47
O -0.75 0.54 -1.97
O -0.78 4.85 -0.34
O -0.03 2.50 0.39
O 2.82 -2.02 -1.17
O 1.71 1.21 -1.75
O 0.49 1.32 -4.06
O 0.80 -1.38 -0.59
O -2.25 2.81 -0.84
N 2.57 -0.42 0.47
N -1.26 3.38 -3.26
N 1.69 0.53 1.01
C -4.51 -2.45 3.92
C 1.04 4.11 -2.64
C -3.19 2.46 2.13
C -2.83 -3.43 6.26
C -4.42 0.64 0.00
C 2.02 -1.26 -0.46
C 0.82 -2.26 2.85
C 4.25 -1.91 -1.05
C -3.41 -0.56 6.17
C -0.84 -3.58 0.70
C -4.00 -2.47 1.49
C -3.70 -0.36 2.83
C -3.56 -1.88 2.84
C -0.10 3.16 -2.31
C -2.12 -2.29 3.16
H -2.43 -0.51 5.68
H 0.93 -1.44 3.57
H -1.77 -1.77 4.05
H -5.52 -2.10 3.69
H 1.70 -2.29 2.20
H -1.14 -4.43 1.31
H -4.55 -3.54 3.80
H -3.25 -0.47 7.25
H -3.03 -4.43 5.86
H -4.03 0.28 5.86
H -1.50 4.37 -3.33
H -5.39 0.76 0.48
H 4.57 -2.11 -0.03
H 1.86 3.94 -1.94
H -2.07 -3.36 3.37
H 0.74 -3.20 3.39
H 1.81 0.58 2.01
H 1.42 3.94 -3.65
H -4.39 -0.30 -0.53
H -3.24 0.08 3.72
H -1.55 -3.45 -0.11
H 0.14 -3.75 0.27
H -5.04 -2.22 1.28
H 1.87 1.44 0.58
H 0.73 5.15 -2.54
H -3.38 -2.09 0.67
H -2.08 2.89 -2.86
H -1.05 3.02 -4.19
H -2.31 2.66 2.75
H -4.08 2.48 2.76
H -4.23 1.46 -0.69
H 0.68 0.46 -4.45
H 4.58 -0.92 -1.39
H -3.91 -3.56 1.49
H -0.64 5.14 0.56
H 4.65 -2.67 -1.71
H 3.53 -0.13 0.35
H -3.27 3.19 1.34
H -1.88 -3.07 5.86
H -2.74 -3.52 7.34
H -4.76 -0.09 2.85

(2)
68
Properties=species:S:1:pos:R:3 method="wB97M-V/def2-TZVPD" energy_ha=-3938.14143 lumo_ev=2.39 homo_lumo_gap_ev=6.20 fmax_ha_per_bohr=0.0295 charge=-1
Ga 0.01 -3.78 3.62
Cl 1.63 -1.71 1.82
P -2.13 -3.70 2.66
O -1.01 5.39 0.46
O 0.29 -5.48 4.44
O -0.92 -0.14 -1.48
O -1.94 -0.99 -5.84
O -2.59 -2.06 2.79
O 1.03 2.53 3.37
N 1.02 3.19 0.29
N 0.49 -0.21 -4.29
N -3.21 -4.54 3.78
C 3.11 -3.24 4.39
C 2.89 -3.89 3.01
C -2.25 0.32 -6.27
C 1.08 -0.27 -2.95
C 1.47 1.99 0.99
C -0.37 3.13 -0.16
C 0.23 -1.52 -4.88
C -0.86 4.48 -0.64
C 0.78 1.62 2.31
C -2.06 -0.39 -2.28
C 0.18 3.66 3.41
C -0.07 6.44 0.45
C 0.24 -0.90 -1.83
C -0.60 -1.39 -6.15
C 1.56 -3.47 2.31
H -3.42 -5.47 3.44
H 2.53 2.13 1.20
H 4.11 -3.57 4.76
H -3.32 0.47 -6.13
H -0.10 -5.37 5.30
H 0.60 4.49 2.84
H -0.13 -0.71 -6.87
H -1.86 4.36 -1.07
H -0.83 3.43 3.04
H -0.37 0.31 -4.24
H -2.04 -1.71 3.49
H 2.03 -0.80 -3.00
H -2.76 -4.70 4.68
H 1.39 1.14 0.30
H 1.12 3.98 0.91
H 0.86 -0.91 -0.93
H 0.94 6.08 0.68
H 1.21 0.67 2.62
H -2.94 -0.20 -1.67
H 2.99 -4.99 3.07
H -0.06 6.96 -0.51
H -0.67 -2.38 -6.62
H 0.06 -2.67 4.78
H -0.21 4.89 -1.41
H -0.45 2.41 -0.97
H 3.72 -3.54 2.36
H 1.30 0.76 -2.66
H -0.03 -1.94 -2.03
H -1.72 1.07 -5.68
H -2.10 0.29 -3.13
H 1.47 -4.06 1.39
H -0.29 1.45 2.19
H -1.04 2.80 0.65
H -0.32 -2.17 -4.19
H 0.09 3.98 4.44
H -0.36 7.15 1.22
H 1.18 -2.00 -5.12
H -2.10 -1.43 -2.63
H -2.02 0.45 -7.33
H 3.14 -2.14 4.36
H 2.40 -3.56 5.16

(3)
65
Properties=species:S:1:pos:R:3 method="wB97M-V/def2-TZVPD" energy_ha=-1543.30939 e_above_lowest_kcal_mol=0.0 lumo_ev=-0.24 homo_lumo_gap_ev=8.65 fmax_ha_per_bohr=0.0101 smiles="O=NOC[PH3]CCF.CC(C)O.CC(C)O.CC(C)O.CC(C)O" charge=0
P 0.33 -3.92 -3.25
F 2.66 -6.53 -3.78
O 4.87 0.05 2.59
O 1.35 -0.24 -2.46
O -3.30 0.90 4.97
O 2.45 2.79 -4.34
O -1.68 1.04 -0.21
O 0.45 -1.86 -1.40
N 0.32 -0.73 -2.24
C 4.43 1.86 1.03
C -5.38 1.71 5.94
C 0.06 3.07 -4.65
C -4.61 0.51 5.40
C -0.50 1.01 1.90
C 3.29 -0.37 0.79
C 2.58 -5.29 -4.43
C 1.31 4.34 -2.87
C -2.72 -0.13 1.65
C 1.13 -4.93 -4.66
C -4.53 -0.62 6.40
C 3.87 0.64 1.75
C -1.85 1.03 1.21
C -0.44 -2.90 -1.83
C 1.37 3.73 -4.26
H 1.07 -4.33 -5.58
H -0.61 -3.53 -0.95
H 2.49 0.07 0.18
H -3.69 -0.10 1.15
H 3.16 -5.36 -5.35
H 0.52 5.09 -2.81
H 0.11 1.86 1.57
H 2.26 2.09 -3.71
H 0.21 -2.78 -4.09
H -0.60 1.05 2.99
H 0.57 -5.85 -4.83
H 3.66 2.35 0.43
H 4.83 2.58 1.74
H -5.53 -0.96 6.69
H -5.42 2.50 5.20
H -4.88 2.10 6.83
H 5.23 1.56 0.35
H -0.77 3.78 -4.62
H 0.13 2.65 -5.65
H -5.09 0.16 4.48
H 2.88 -1.23 1.33
H 0.03 0.09 1.63
H -6.39 1.43 6.22
H 3.08 -4.57 -3.77
H 2.26 4.81 -2.61
H -0.17 2.26 -3.95
H -1.22 0.23 -0.43
H 3.09 0.96 2.45
H 4.06 -0.75 0.11
H 1.62 4.50 -4.99
H -4.01 -0.29 7.31
H 5.58 -0.26 2.02
H 1.47 -4.16 -2.41
H 1.09 3.57 -2.13
H -2.82 1.23 5.74
H -1.39 -2.46 -2.16
H -3.99 -1.47 5.98
H -0.79 -4.79 -3.17
H -2.88 -0.10 2.73
H -2.24 -1.08 1.39
H -2.36 1.97 1.44

(4)
67
Properties=species:S:1:pos:R:3 method="wB97M-V/def2-TZVPD" energy_ha=-999.34608 e_above_lowest_kcal_mol=89.8 lumo_ev=-3.03 homo_lumo_gap_ev=7.43 fmax_ha_per_bohr=0.0903 charge=+1
Rb -0.50 4.08 16.55
Rb -2.14 7.25 13.95
Rb -1.41 2.90 13.09
O -3.87 1.43 14.09
O -2.97 4.18 18.16
O -5.12 6.49 13.78
N -6.49 6.74 13.95
C -8.48 7.53 15.12
C -7.19 5.77 13.08
C -5.23 0.57 15.63
C -4.63 -0.82 13.69
C -4.93 0.57 14.12
C -6.74 6.11 16.46
C -8.73 6.03 13.08
C -6.98 7.17 15.30
C -6.76 5.84 11.56
C -5.16 3.21 18.25
C -4.57 5.38 19.35
C -4.11 4.03 18.94
C -9.30 6.41 14.49
C -6.23 8.44 15.73
C -6.87 4.30 13.54
B 0.82 5.81 14.54
B -3.09 4.62 15.18
H -6.84 6.52 17.47
H -5.67 5.86 16.48
H -9.45 5.64 15.25
H -5.42 1.56 16.07
H -3.83 3.70 19.95
H -3.30 4.59 17.36
H -6.73 9.05 16.49
H -9.16 6.67 12.31
H -5.45 3.47 17.23
H -9.02 7.64 16.06
H -5.90 4.27 14.04
H 1.83 6.18 14.49
H -8.50 8.55 14.73
H 0.26 6.32 13.77
H -6.13 0.01 15.87
H -4.44 -0.85 12.61
H -5.72 0.97 13.49
H -7.33 5.22 16.26
H 0.47 6.04 15.53
H -4.89 5.82 14.42
H -4.43 0.08 16.19
H -5.99 9.12 14.92
H -3.15 4.58 14.11
H -6.83 6.86 11.17
H -6.92 3.54 12.77
H -5.38 -1.53 14.01
H -4.97 2.15 18.40
H -7.31 5.08 11.01
H -5.26 8.19 16.16
H -5.43 5.49 20.01
H -4.69 6.04 18.49
H -5.72 5.58 11.35
H -3.65 -1.04 14.12
H -3.76 5.94 19.81
H -10.33 6.74 14.34
H -3.05 3.63 15.61
H 0.65 4.75 14.40
H -4.01 5.05 15.54
H -4.05 2.02 14.83
H -2.22 5.21 15.42
H -7.64 4.08 14.28
H -9.14 5.04 12.89
H -6.05 3.30 18.87

(5)
81
Properties=species:S:1:pos:R:3 method="wB97M-V/def2-TZVPD" energy_ha=-3829.01846 e_above_lowest_kcal_mol=38.3 lumo_ev=2.40 homo_lumo_gap_ev=7.60 fmax_ha_per_bohr=0.0694 charge=-1
S -4.00 2.68 -1.81
S 2.46 3.94 1.27
S 3.72 -1.23 1.74
P -0.11 -1.97 -4.07
P -2.66 -3.75 2.16
O -0.38 0.86 0.87
O -2.91 1.80 -2.65
O -2.75 -2.26 2.75
O -0.32 -3.47 -4.67
O 0.83 -1.13 -4.83
O 3.24 -1.83 0.52
O 4.78 0.00 1.40
O -2.99 -4.78 3.45
O 3.35 2.84 1.65
O -5.29 2.22 -2.24
O -3.60 4.11 -1.90
O -1.58 -1.37 -4.00
O -1.08 -3.91 2.00
O 1.28 4.19 2.53
O 0.28 -2.22 -2.47
O 4.34 -2.10 2.80
O 2.98 5.27 1.00
O -3.49 -4.02 0.96
C -0.76 2.63 -3.44
C -1.51 1.88 -2.36
C -2.55 -4.50 4.72
C 2.38 -0.24 2.46
C -1.18 -4.42 -3.97
C 4.99 0.35 0.03
C 1.41 3.39 -0.18
C 0.97 -1.22 -1.68
C 0.10 3.28 4.41
C -2.37 -1.12 2.04
C 6.01 1.51 0.10
C -2.21 -1.00 -5.18
C 0.46 3.07 2.95
C -3.59 2.10 -0.06
C -0.47 -3.44 0.85
H 6.39 1.81 -0.87
H -3.33 -4.70 5.46
H 4.03 0.52 -0.45
H 0.08 -4.25 0.37
H -2.37 0.07 -5.30
H 0.15 0.98 1.69
H 5.46 -0.51 -0.45
H 0.91 2.08 2.90
H 6.89 1.22 0.67
H 2.94 0.63 2.79
H -1.16 0.85 -2.26
H 2.08 3.64 -1.01
H 1.20 2.33 -0.01
H -3.25 -1.34 -5.20
H -1.05 3.66 -3.68
H -2.70 2.64 0.28
H -1.87 -1.33 1.10
H 0.69 -1.20 -0.63
H -0.96 2.09 -4.36
H -2.23 -3.47 4.87
H 1.04 -0.20 -2.07
H -1.76 -3.97 -3.16
H -3.34 1.05 -0.18
H 0.85 3.72 5.06
H -1.25 2.45 -1.46
H -0.53 -5.14 -3.47
H -1.18 -3.06 0.12
H -0.41 3.03 2.30
H -1.82 -4.96 -4.67
H -1.80 -0.43 2.65
H -0.67 4.04 4.57
H 1.62 -0.15 1.68
H -4.51 2.22 0.51
H 0.24 -2.64 1.09
H -0.26 2.33 4.80
H -1.69 -1.35 -6.08
H 5.69 2.48 0.48
H 0.33 2.59 -3.39
H 2.04 -1.43 -1.61
H 2.03 -0.89 3.26
H 0.54 4.05 -0.14
H -1.68 -5.07 5.04
H -3.20 -0.54 1.63

(6)
80
Properties=species:S:1:pos:R:3 method="wB97M-V/def2-TZVPD" energy_ha=-2981.75683 e_above_lowest_kcal_mol=0.0 lumo_ev=0.40 homo_lumo_gap_ev=8.14 fmax_ha_per_bohr=0.1134 charge=0
I 4.49 6.41 -0.90
S 0.76 8.12 0.53
P -3.30 0.37 1.53
P 1.15 -3.85 -1.15
O 2.26 4.29 -1.22
O 3.32 4.15 0.88
O 1.04 6.84 1.12
O 0.92 3.88 0.69
O 1.91 8.96 0.44
O 0.46 -2.62 -0.63
O -0.38 8.83 1.39
O -4.38 1.35 1.17
N -4.07 -1.07 0.95
N 1.21 -4.79 0.29
N 1.44 -5.15 -2.20
N -2.29 -0.55 2.56
N 2.66 -3.11 -1.56
N -2.03 0.92 0.53
C 3.88 -3.39 -0.83
C -0.04 7.95 -1.04
C 0.46 6.70 -1.76
C 0.47 -6.25 -2.21
C -5.53 -1.00 0.87
C -0.10 5.39 -1.12
C -2.40 -1.96 2.90
C 2.47 -5.26 -3.22
C 2.60 -1.68 -1.82
C -1.57 2.29 0.73
C -0.07 -5.13 0.90
C 2.34 -5.56 0.77
C -1.14 0.09 -0.25
C -1.25 0.17 3.30
C -3.59 -1.80 -0.21
B 3.23 4.75 -0.35
B 2.06 3.96 1.45
B 1.05 4.49 -0.55
H -5.94 -0.51 1.75
H -0.74 -4.27 0.88
H 0.44 -6.75 -3.18
H 3.47 -1.37 -2.39
H -2.10 -2.14 3.93
H -1.12 7.93 -0.94
H -0.84 5.61 -0.35
H -1.58 1.17 3.57
H -4.14 -2.74 -0.32
H -0.33 0.25 2.71
H -0.54 -5.89 -2.02
H -1.76 -2.55 2.25
H -5.87 -0.46 -0.02
H -2.42 2.96 0.89
H 2.03 3.81 2.63
H 3.14 -4.92 1.13
H 4.73 -2.93 -1.34
H -1.03 2.67 -0.13
H -1.00 -0.34 4.23
H -0.57 -5.96 0.39
H 2.75 -6.25 0.01
H 2.05 -6.18 1.62
H 4.11 -4.46 -0.81
H -0.91 2.38 1.60
H -0.32 0.68 -0.68
H -0.62 4.83 -1.90
H -3.42 -2.32 2.82
H 1.72 -1.42 -2.41
H 0.23 8.83 -1.63
H -2.54 -2.09 -0.10
H -3.71 -1.23 -1.14
H 1.54 6.68 -1.89
H 3.86 -3.01 0.20
H -1.65 -0.36 -1.11
H 2.57 -1.09 -0.89
H 0.03 8.99 2.26
H 0.06 -5.40 1.95
H 2.11 -5.80 -4.09
H 3.34 -5.80 -2.82
H -5.94 -2.01 0.84
H 0.72 -7.00 -1.46
H 2.80 -4.29 -3.59
H -0.67 -0.71 0.32
H 0.03 6.74 -2.76